[1]
{"formula": "C29H46BaBrN3P2S", "method": "ωB97M-V/def2-TZVPD", "species": ["C", "C", "C", "C", "N", "C", "C", "C", "C", "C", "C", "C", "C", "C", "Ba", "P", "H", "H", "H", "H", "H", "H", "H", "H", "C", "C", "H", "H", "H", "H", "H", "C", "C", "H", "H", "H", "H", "H", "C", "C", "H", "H", "H", "H", "H", "Br", "P", "C", "C", "H", "H", "H", "H", "H", "C", "C", "H", "H", "H", "H", "H", "C", "C", "H", "H", "H", "H", "H", "S", "C", "N", "C", "C", "C", "N", "H", "H", "H", "H", "H", "H", "H", "H"], "xyz": [[-1.6192, 6.6255, -4.8421], [-1.8784, 5.2979, -5.2075], [-2.0741, 4.9995, -6.5667], [-1.7409, 5.9792, -7.5095], [-1.3783, 7.2126, -7.1536], [-1.3485, 7.5479, -5.8651], [-1.7074, 4.2097, -4.2641], [-0.8858, 3.4971, -3.6453], [0.1373, 2.5763, -3.2814], [1.0520, 2.7845, -2.2160], [1.8666, 1.7534, -1.7827], [1.7116, 0.4635, -2.3225], [0.9117, 0.2890, -3.4657], [0.2170, 1.3540, -4.0125], [-2.9191, 1.8123, -3.6417], [2.7605, -0.9095, -1.7697], [-2.3376, 3.9900, -6.8828], [-1.5074, 6.9150, -3.8002], [-1.7534, 5.7423, -8.5727], [-1.0734, 8.5752, -5.6167], [-0.2129, 1.2957, -5.0247], [1.0985, 3.7619, -1.7341], [0.7932, -0.7098, -3.8998], [2.5807, 1.9408, -0.9751], [1.8852, -1.9293, -0.5648], [2.2609, -3.4126, -0.5630], [0.8111, -1.7591, -0.7402], [2.0931, -1.4652, 0.4127], [1.8524, -3.8820, 0.3405], [1.8342, -3.9318, -1.4318], [3.3485, -3.5631, -0.5567], [3.2527, -1.7752, -3.2629], [3.7586, -0.8762, -4.3983], [2.3878, -2.3672, -3.5979], [4.0353, -2.4931, -2.9825], [3.9207, -1.4841, -5.2975], [3.0376, -0.0978, -4.6746], [4.7091, -0.3954, -4.1309], [4.2202, -0.2253, -0.9846], [5.3407, -1.2310, -0.7183], [3.8818, 0.2306, -0.0435], [4.5724, 0.5942, -1.6262], [6.2100, -0.6984, -0.3170], [5.0607, -1.9819, 0.0303], [5.6697, -1.7425, -1.6311], [-1.4306, 0.4328, -1.2715], [-2.6813, -2.7268, -3.7681], [-0.8631, -3.0522, -3.8124], [-0.5618, -4.5204, -4.1392], [-0.4596, -2.7795, -2.8244], [-0.4190, -2.3931, -4.5727], [0.5157, -4.6693, -4.2812], [-0.8859, -5.1940, -3.3363], [-1.0667, -4.8322, -5.0621], [-2.9827, -2.5492, -1.9658], [-4.3661, -3.0822, -1.5893], [-2.8513, -1.4803, -1.6955], [-2.1935, -3.1148, -1.4457], [-4.4786, -3.0847, -0.5008], [-5.1704, -2.4729, -2.0150], [-4.4976, -4.1097, -1.9500], [-2.8596, -1.0760, -4.5236], [-3.1078, -1.2301, -6.0311], [-1.9243, -0.5200, -4.3013], [-3.7496, -0.6279, -4.0310], [-3.4095, -0.2756, -6.4880], [-2.2132, -1.5813, -6.5651], [-3.9046, -1.9648, -6.2326], [-0.0595, 2.1721, 0.9399], [0.1507, 1.5309, 2.4933], [-0.8840, 1.3896, 3.3607], [-0.8621, 0.5549, 4.5670], [0.5437, 0.4852, 5.1358], [1.5427, 0.1555, 4.0476], [1.3625, 1.0836, 2.9279], [-1.7753, 1.6943, 2.9785], [-1.2310, -0.4539, 4.3279], [-1.5566, 0.9994, 5.2864], [0.5866, -0.2673, 5.9237], [0.8095, 1.4475, 5.5810], [1.4088, -0.8822, 3.7110], [2.5701, 0.2681, 4.4027], [2.0824, 1.1403, 2.2151]], "forces_ev_per_a": [[0.44, -0.02, -0.14], [-0.65, 0.57, -0.57], [0.55, 0.03, 0.05], [-0.34, -0.05, 0.71], [0.06, 0.05, -0.19], [-0.39, -0.64, 0.22], [3.20, -0.85, 1.36], [-0.59, 2.87, -2.11], [0.85, -0.87, 0.43], [-0.84, 0.32, -0.36], [0.07, -0.49, 0.03], [0.23, 0.65, -0.43], [0.07, -0.26, 0.13], [-0.02, 0.52, 0.16], [-1.03, -1.58, 1.33], [-0.30, 0.52, -0.03], [0.12, 0.24, -0.01], [-0.03, -0.09, -0.19], [-0.06, 0.16, 0.20], [-0.11, -0.29, -0.13], [-0.14, -0.17, 0.56], [-0.12, -0.35, -0.02], [0.25, 0.49, -0.04], [-0.40, -0.01, -0.32], [-0.36, 0.13, 0.12], [-0.03, -0.21, -0.02], [0.20, -0.13, 0.02], [-0.01, -0.05, -0.26], [0.11, 0.08, -0.27], [0.18, 0.12, 0.21], [-0.29, -0.03, 0.00], [-0.10, -0.56, -0.33], [0.14, 0.15, -0.18], [0.16, 0.05, 0.11], [-0.26, 0.04, 0.00], [0.08, 0.09, 0.31], [0.25, -0.18, 0.15], [-0.24, -0.10, -0.12], [0.17, 0.47, 0.08], [0.28, -0.17, 0.13], [0.07, -0.03, -0.18], [-0.01, -0.15, 0.11], [-0.19, -0.09, -0.10], [-0.01, 0.13, -0.22], [-0.09, 0.11, 0.22], [-1.02, 0.21, -0.85], [-0.37, -1.78, 0.04], [0.12, 0.21, 0.01], [0.14, -0.02, -0.07], [0.11, 0.07, -0.27], [0.03, -0.15, 0.07], [-0.15, -0.03, 0.04], [-0.01, 0.18, -0.16], [0.10, 0.09, 0.23], [-0.11, 0.67, 0.04], [0.10, -0.14, 0.17], [-0.13, -0.88, 0.08], [-0.22, 0.15, -0.15], [-0.10, 0.02, -0.15], [0.09, -0.08, 0.04], [-0.03, 0.22, 0.09], [0.13, 0.28, -0.13], [-0.09, 0.17, -0.23], [-0.36, 0.08, -0.05], [0.33, -0.30, -0.14], [0.07, -0.16, -0.07], [-0.18, 0.10, 0.25], [0.27, 0.33, 0.20], [0.48, 0.19, 1.02], [-0.15, -0.30, 0.43], [0.18, 0.15, -0.67], [-0.22, 0.06, -0.16], [0.02, 0.25, 0.20], [0.07, 0.08, -0.28], [-0.10, -0.02, -0.52], [0.34, -0.17, 0.25], [0.07, 0.17, 0.02], [0.16, -0.12, -0.06], [-0.02, 0.03, -0.03], [-0.04, -0.05, -0.02], [0.02, 0.08, 0.02], [-0.15, -0.06, 0.04], [-0.26, 0.03, 0.38]], "spin_multiplicity": 1, "energy_ha": -4976.77872, "total_charge": 2, "molar_mass_g_mol": 747.96, "lumo_energy_ha": -0.2505, "max_force_ev_per_a": 3.61, "orbital_gap_ha": 0.1811, "e_above_lowest_kj_mol": 30.1}

[2]
{"formula": "C37H34N2O3P2PdS", "method": "ωB97M-V/def2-TZVPD", "species": ["Pd", "O", "P", "C", "P", "O", "C", "C", "C", "C", "C", "C", "C", "C", "C", "C", "C", "C", "C", "C", "C", "C", "C", "C", "C", "C", "C", "C", "C", "C", "H", "H", "H", "H", "H", "H", "H", "H", "H", "H", "H", "H", "H", "H", "H", "H", "H", "H", "H", "H", "H", "H", "S", "C", "N", "C", "C", "C", "N", "H", "H", "H", "H", "C", "C", "O", "C", "C", "C", "C", "C", "C", "H", "H", "H", "H", "H", "H", "H", "H"], "xyz": [[-1.0233, 0.9989, -1.0543], [-0.5381, -0.4031, 0.5592], [-0.0744, -1.7980, 0.1843], [1.7030, -1.8708, -0.2372], [2.1106, -0.2887, -1.0753], [0.9536, 0.1881, -1.9118], [2.6641, 0.8358, 0.2250], [2.5228, 0.5709, 1.5846], [3.1345, 1.4015, 2.5127], [3.8951, 2.4817, 2.0881], [4.0047, 2.7698, 0.7336], [3.3927, 1.9483, -0.1975], [3.5607, -0.6169, -2.0804], [3.5112, -0.4704, -3.4612], [4.6482, -0.7331, -4.2116], [5.8166, -1.1361, -3.5818], [5.8622, -1.2817, -2.2002], [4.7342, -1.0197, -1.4428], [-0.3968, -2.9138, 1.5478], [-1.3344, -2.4992, 2.4924], [-1.6453, -3.3279, 3.5576], [-1.0285, -4.5660, 3.6721], [-0.0919, -4.9761, 2.7323], [0.2308, -4.1515, 1.6676], [-0.8759, -2.4038, -1.3177], [-0.6004, -3.6776, -1.8071], [-1.2311, -4.1303, -2.9547], [-2.1383, -3.3159, -3.6189], [-2.4164, -2.0456, -3.1346], [-1.7925, -1.6031, -1.9814], [1.8757, -2.6894, -0.9361], [2.3282, -2.0213, 0.6431], [1.9500, -0.2808, 1.9267], [3.0357, 1.1881, 3.5697], [4.4123, 3.0954, 2.8146], [4.5879, 3.6194, 0.4038], [3.5006, 2.1450, -1.2580], [2.5879, -0.1524, -3.9288], [4.6264, -0.6206, -5.2870], [6.7040, -1.3348, -4.1679], [6.7783, -1.5919, -1.7160], [4.7631, -1.1141, -0.3626], [-1.7973, -1.5263, 2.3852], [-2.3669, -3.0083, 4.2976], [-1.2731, -5.2160, 4.5016], [0.3891, -5.9396, 2.8324], [0.9721, -4.4695, 0.9439], [0.1018, -4.3224, -1.2917], [-1.0052, -5.1166, -3.3367], [-2.6298, -3.6728, -4.5137], [-3.1237, -1.4069, -3.6480], [-2.0393, -0.6218, -1.5598], [-1.6899, 2.4560, -2.8917], [-3.3173, 2.2585, -2.5148], [-4.2821, 2.9695, -3.1675], [-5.5954, 2.8042, -2.9114], [-5.9870, 1.9060, -1.9649], [-4.9661, 1.2213, -1.2896], [-3.6872, 1.3839, -1.5628], [-3.9769, 3.6515, -3.8518], [-6.2919, 3.4088, -3.4755], [-7.0266, 1.7406, -1.7314], [-5.2007, 0.5180, -0.4985], [0.6329, 4.4269, 1.5677], [-0.2255, 3.2542, 1.2136], [-0.2086, 2.8709, 0.0390], [-1.0778, 2.7048, 2.3015], [-0.7124, 2.8566, 3.6401], [-1.5371, 2.3919, 4.6502], [-2.7508, 1.7975, 4.3433], [-3.1332, 1.6548, 3.0165], [-2.2990, 2.0989, 2.0079], [1.1596, 4.7809, 0.6860], [1.3593, 4.1493, 2.3283], [0.0143, 5.2251, 1.9812], [0.2254, 3.3281, 3.9017], [-1.2428, 2.5107, 5.6843], [-3.4052, 1.4634, 5.1377], [-4.0939, 1.2138, 2.7805], [-2.6196, 2.0460, 0.9797]], "forces_ev_per_a": [[0.71, 0.49, 0.22], [-0.55, 1.39, -0.85], [0.35, -1.08, -0.40], [-0.35, 0.39, 0.14], [0.55, -0.07, 0.14], [-0.42, 0.21, -0.21], [0.01, -0.26, -0.19], [-0.01, 0.09, -0.09], [-0.04, -0.03, 0.12], [-0.06, 0.02, 0.01], [0.01, 0.06, -0.04], [-0.04, -0.01, 0.02], [-0.21, 0.05, 0.24], [-0.09, -0.02, 0.03], [0.04, 0.01, -0.03], [0.00, 0.00, -0.02], [0.02, -0.02, 0.09], [0.00, 0.00, -0.10], [-0.02, 0.33, -0.09], [0.02, 0.02, -0.04], [-0.02, -0.02, 0.01], [-0.01, 0.02, 0.02], [0.03, -0.06, -0.04], [0.04, 0.04, -0.02], [-0.03, -0.01, 0.30], [0.03, 0.03, 0.01], [0.07, -0.02, -0.01], [0.00, 0.04, 0.00], [-0.07, 0.06, 0.00], [0.02, 0.00, 0.08], [-0.01, 0.03, -0.05], [-0.03, -0.01, 0.00], [-0.01, 0.02, 0.07], [0.03, -0.01, -0.02], [-0.04, 0.02, -0.01], [0.01, -0.01, 0.00], [0.06, 0.04, 0.02], [0.03, -0.01, -0.04], [-0.01, 0.01, 0.00], [-0.01, 0.00, -0.01], [0.00, 0.00, -0.01], [0.07, 0.00, -0.01], [-0.02, -0.01, 0.07], [0.00, -0.01, 0.00], [0.00, 0.01, 0.00], [0.00, 0.01, 0.00], [0.02, -0.03, 0.03], [-0.02, -0.04, -0.04], [-0.04, -0.01, 0.01], [0.01, 0.00, -0.01], [0.01, -0.02, -0.02], [-0.42, -0.40, -0.23], [0.91, -0.83, 1.08], [-0.65, -0.14, 0.11], [0.31, -0.05, 0.09], [-0.24, -0.03, 0.02], [0.07, -0.07, 0.12], [-0.07, 0.09, -0.11], [0.26, 0.09, 0.06], [-0.08, 0.02, -0.06], [0.08, 0.03, -0.06], [-0.02, 0.05, -0.04], [-0.01, -0.03, -0.02], [0.12, 0.13, -0.14], [0.16, 0.27, -0.18], [-0.57, -0.43, 0.48], [-0.13, -0.23, -0.17], [0.15, 0.01, -0.05], [0.03, 0.02, 0.09], [-0.01, -0.03, -0.01], [-0.08, -0.05, 0.01], [0.12, 0.12, -0.07], [-0.01, -0.02, 0.00], [0.08, -0.02, 0.05], [0.01, -0.01, 0.02], [-0.03, -0.01, 0.01], [0.03, 0.01, -0.02], [0.01, -0.01, -0.01], [0.03, 0.02, -0.03], [-0.05, -0.12, -0.25]], "spin_multiplicity": 1, "energy_ha": -2973.94500, "total_charge": 2, "molar_mass_g_mol": 755.12, "lumo_energy_ha": -0.2711, "max_force_ev_per_a": 1.72, "orbital_gap_ha": 0.2321, "e_above_lowest_kj_mol": 82.2}

[3]
{"formula": "C5H4O", "method": "ωB97M-V/def2-TZVPD", "species": ["C", "C", "C", "C", "C", "O", "H", "H", "H", "H"], "xyz": [[-1.1396, -0.3637, -0.1946], [-3.4762, -0.2047, 0.1342], [0.1534, -0.5517, -0.2172], [1.4339, -0.3231, -0.0261], [2.3877, 0.7076, 0.2037], [2.7188, -0.6751, -0.0032], [-3.7637, -1.1642, 0.4763], [-3.4594, 0.0300, -0.9049], [2.6251, 1.2560, -0.6161], [2.5198, 1.2889, 1.1480]], "forces_ev_per_a": [[1.84, -0.94, 0.11], [1.76, 2.23, 1.17], [-3.40, -0.32, 0.16], [0.62, 1.21, 0.18], [-0.62, 1.14, 2.11], [-0.79, -1.72, 0.47], [0.08, -1.59, -0.44], [-0.30, -0.42, -1.02], [0.76, 1.75, -2.36], [0.04, -1.35, -0.39]], "spin_multiplicity": 1, "energy_ha": -267.76250, "total_charge": 0, "molar_mass_g_mol": 80.09, "lumo_energy_ha": [-0.0584, -0.0585], "max_force_ev_per_a": 3.42, "orbital_gap_ha": [0.2223, 0.2222], "e_above_lowest_kj_mol": 918.5}

[4]
{"formula": "C3H7N3O2", "method": "ωB97M-V/def2-TZVPD", "species": ["C", "C", "N", "N", "C", "O", "N", "O", "H", "H", "H", "H", "H", "H", "H"], "xyz": [[0.6984, -0.9368, -0.5741], [0.2766, 0.2778, -0.1568], [-1.1971, 1.7598, 1.0206], [1.5036, -1.1384, -1.6944], [-1.3708, -0.6447, 1.3882], [0.7347, 1.4212, -0.7861], [-0.7016, 0.4477, 0.7927], [-1.0414, -1.8114, 1.5714], [1.4929, 1.1136, -1.3193], [0.6505, -1.8292, 0.0440], [-0.7434, 2.1126, 1.8655], [-0.7952, 2.3717, 0.3006], [1.6733, -2.1326, -1.8512], [1.0810, -0.7364, -2.5314], [-2.2612, -0.2750, 1.9303]], "forces_ev_per_a": [[-0.10, -0.37, 1.45], [1.60, -1.61, -1.52], [0.29, 0.26, 0.35], [0.51, 0.34, -1.26], [-0.24, 0.65, 1.65], [-0.35, -0.41, -0.07], [-0.67, -1.01, 0.80], [0.31, 1.54, -1.35], [-0.21, 0.30, 0.31], [-0.78, 0.48, 0.05], [-0.15, -0.23, 0.01], [-0.46, -0.55, -0.04], [-0.02, 0.64, 0.01], [0.24, -0.30, 0.08], [0.02, 0.27, -0.46]], "spin_multiplicity": 1, "energy_ha": -433.19347, "total_charge": 0, "molar_mass_g_mol": 117.11, "lumo_energy_ha": 0.0232, "max_force_ev_per_a": 2.73, "orbital_gap_ha": 0.2936, "e_above_lowest_kj_mol": 339.5}